Here is an isolated molecule of CH2ClF2NS from the Open Molecules 2025 dataset. Energies are from the ωB97M-V functional and the def2-TZVPD basis.

Element x y z (Å)
C  -0.8632  -0.0230  0.7148
N  0.4933  0.2056  0.5245
F  1.2755  -0.9330  -1.7692
F  1.5266  1.4222  -1.5339
S  1.6411  0.0875  -0.5070
Cl  -1.1268  -1.5583  1.4715
H  -1.5820  0.0809  -0.3313
H  -1.3646  0.7180  1.4306

orbital gap = 10.567 eV
energy above the lowest of the compared OMol25 structures with the same formula, charge and spin = 1.264 eV
E_HOMO = -10.605 eV

***

Here is a cluster of 3 separate species, CH2ClFO2 in total from the Open Molecules 2025 dataset. Energies are from the ωB97M-V functional and the def2-TZVPD basis.

Element x y z (Å)
C  -1.1869  0.1239  0.8631
O  -0.8808  -0.9509  0.6695
O  -2.4101  -0.2709  -2.7418
F  0.7952  -1.6187  0.8225
Cl  -2.4715  1.1761  -1.8679
H  -3.0918  -0.8124  -2.4131
H  -0.7900  1.1387  0.8225

orbital gap (spin up / spin down) = 8.074 / 8.080 eV
energy above the lowest of the compared OMol25 structures with the same formula, charge and spin = 7.435 eV
E_HOMO (spin up / spin down) = -9.632 / -9.637 eV

***

Here is an isolated molecule of CH2ClFO2 from the Open Molecules 2025 dataset. Energies are from the ωB97M-V functional and the def2-TZVPD basis.

Element x y z (Å)
F  -0.4674  -2.5269  0.3477
O  -0.3396  -1.4541  -0.6027
C  -0.3694  -0.2386  -0.0869
O  -1.6512  0.1582  0.8329
Cl  -3.0197  0.2116  -0.1819
H  -0.3320  0.3406  -0.9400
H  0.5951  -0.0522  0.5718

orbital gap = 10.409 eV
energy above the lowest of the compared OMol25 structures with the same formula, charge and spin = 6.822 eV
E_HOMO = -10.556 eV

***

Here is a cluster of 2 separate species, CH2ClFOS in total from the Open Molecules 2025 dataset. Energies are from the ωB97M-V functional and the def2-TZVPD basis.

Element x y z (Å)
C  0.7238  0.2204  0.8673
O  -0.5112  -1.3523  -1.7814
F  1.8513  -0.2907  0.3725
S  -1.1945  -0.7446  -0.6697
Cl  -1.9459  1.0767  -1.2855
H  0.4538  -0.1869  1.8277
H  0.6227  1.2774  0.6691

orbital gap (spin up / spin down) = 8.646 / 8.038 eV
energy above the lowest of the compared OMol25 structures with the same formula, charge and spin = 1.266 eV
E_HOMO (spin up / spin down) = -8.962 / -8.986 eV

***

Here is a structure of composition CH2ClIO from the Open Molecules 2025 dataset. Energies are from the ωB97M-V functional and the def2-TZVPD basis.

Element x y z (Å)
C  -0.8708  -0.8572  0.9630
O  1.3352  0.3392  -0.2114
Cl  -1.0002  -2.1156  -0.0290
I  -2.0389  0.7252  0.1308
H  1.7785  0.8097  -0.9446
H  0.7962  1.0987  0.0912

orbital gap = 8.090 eV
energy above the lowest of the compared OMol25 structures with the same formula, charge and spin = 2.987 eV
E_HOMO = -9.104 eV

***

Here is an isolated molecule of CH2ClN from the Open Molecules 2025 dataset. Energies are from the ωB97M-V functional and the def2-TZVPD basis.

Element x y z (Å)
H  1.4115  0.6547  -0.0883
N  0.4360  0.9161  0.0631
C  -0.2474  -0.2675  0.0555
Cl  -1.9521  -0.1696  0.0389
H  0.3520  -1.1337  -0.0692

orbital gap = 11.348 eV
energy above the lowest of the compared OMol25 structures with the same formula, charge and spin = 0.387 eV
E_HOMO = -10.661 eV

***

Here is a cluster of 2 separate species, CH2ClN2O2 in total from the Open Molecules 2025 dataset. Energies are from the ωB97M-V functional and the def2-TZVPD basis.

Element x y z (Å)
C  -0.0470  -0.2425  0.8721
N  0.5964  0.5703  0.0983
N  0.5954  0.3097  -1.1981
O  0.6619  -0.8141  -1.6460
O  0.7117  1.2902  -1.8940
Cl  -0.1419  -0.0245  2.5332
H  -0.3514  -1.2715  0.6976
H  -2.0250  0.1823  0.5368

orbital gap (spin up / spin down) = 6.459 / 6.453 eV
total charge = -1
energy above the lowest of the compared OMol25 structures with the same formula, charge and spin = 3.938 eV
E_HOMO (spin up / spin down) = -2.851 / -2.845 eV

***

Here is a cluster of 2 separate species, CH2ClN2O2 in total from the Open Molecules 2025 dataset. Energies are from the ωB97M-V functional and the def2-TZVPD basis.

Element x y z (Å)
C  -0.5914  -0.4274  0.1479
N  0.4573  -0.1586  0.7468
N  1.5874  0.0877  0.0236
O  1.6876  -0.5503  -1.0256
O  2.3549  0.9317  0.5052
Cl  -3.1814  1.1045  -0.0627
H  -1.4186  -0.6817  0.5918
H  -0.8958  -0.3059  -0.9270

orbital gap = 7.178 eV
total charge = -1
energy above the lowest of the compared OMol25 structures with the same formula, charge and spin = 1.130 eV
E_HOMO = -4.399 eV

***

Here is an isolated molecule of CH2ClNO from the Open Molecules 2025 dataset. Energies are from the ωB97M-V functional and the def2-TZVPD basis.

Element x y z (Å)
C  -0.0262  0.2399  0.2743
N  0.3862  -0.8821  -0.5166
O  1.0644  -0.6292  -1.4995
Cl  -1.9432  -0.0216  0.7381
H  0.1541  1.0005  -0.3523
H  0.3646  0.2926  1.3560

orbital gap (spin up / spin down) = 9.757 / 9.475 eV
<S²> = 2.01
2S+1 = 3
energy above the lowest of the compared OMol25 structures with the same formula, charge and spin = 0.000 eV
E_HOMO (spin up / spin down) = -9.210 / -11.242 eV

***

Here is a structure of composition CH2ClNO2S from the Open Molecules 2025 dataset. Energies are from the ωB97M-V functional and the def2-TZVPD basis.

Element x y z (Å)
C  2.3313  -0.0707  -0.1534
N  1.4859  -0.7575  0.2699
O  -0.7875  -0.4218  1.6558
O  -0.9474  -0.5551  -0.7665
S  -0.6607  -1.2575  0.4781
Cl  -2.6154  1.7196  -0.2787
H  3.0751  0.6611  -0.5720
H  -1.8814  0.6821  -0.6333

orbital gap = 9.736 eV
energy above the lowest of the compared OMol25 structures with the same formula, charge and spin = 1.739 eV
E_HOMO = -10.453 eV

***

Here is an isolated molecule of CH2ClNO2S2 from the Open Molecules 2025 dataset. Energies are from the ωB97M-V functional and the def2-TZVPD basis.

Element x y z (Å)
O  -2.5604  0.4487  0.1337
S  -1.4331  -0.3705  -0.1812
O  -1.2046  -1.2334  -1.3072
N  0.2562  0.8174  -0.2017
C  1.4263  0.2468  0.0594
S  2.9255  0.8209  -0.3112
Cl  1.4152  -1.2681  0.9295
H  -1.1441  -1.3061  1.0003
H  0.3189  1.8444  -0.1217

orbital gap = 7.825 eV
energy above the lowest of the compared OMol25 structures with the same formula, charge and spin = 2.257 eV
E_HOMO = -9.013 eV

***

Here is a structure of composition CH2ClNOS2 from the Open Molecules 2025 dataset. Energies are from the ωB97M-V functional and the def2-TZVPD basis.

Element x y z (Å)
C  -0.1435  0.8471  0.3113
N  0.8026  1.0919  1.1773
O  -0.2425  0.1291  -0.7983
S  3.1859  1.1123  -0.6813
S  2.3815  0.7308  1.0821
Cl  4.4333  -1.2911  -0.2700
H  -1.1189  1.0656  0.5576
H  0.5895  -0.2841  -1.0169

orbital gap (spin up / spin down) = 6.861 / 6.475 eV
energy above the lowest of the compared OMol25 structures with the same formula, charge and spin = 1.266 eV
E_HOMO (spin up / spin down) = -9.459 / -9.051 eV

***

Here is the ion CH2ClO2S with charge -1 from the Open Molecules 2025 dataset. Energies are from the ωB97M-V functional and the def2-TZVPD basis.

Element x y z (Å)
C  -0.9207  0.1859  0.6139
S  0.4956  0.1643  -0.1251
O  1.6639  -0.4955  1.3605
O  0.8556  1.3957  -0.7884
Cl  0.7888  -1.1684  -1.7542
H  -1.6017  0.7076  -0.1217
H  -1.2815  -0.7895  0.8149

orbital gap = 8.010 eV
total charge = -1
energy above the lowest of the compared OMol25 structures with the same formula, charge and spin = 3.451 eV
E_HOMO = -4.359 eV

***

Here is the ion CH2ClO4S2 with charge -1 from the Open Molecules 2025 dataset. Energies are from the ωB97M-V functional and the def2-TZVPD basis.

Element x y z (Å)
C  1.3161  0.2541  0.1500
O  -0.2811  -1.8957  1.1334
O  -0.1059  -2.2288  -1.3061
O  0.0172  1.6969  -1.4889
O  -1.3304  -0.0635  -0.5214
S  -0.9887  -1.9354  -0.1197
S  -0.1722  0.8839  -0.3335
Cl  -1.2652  2.3813  0.8566
H  1.5643  1.2752  0.5935
H  1.2459  -0.3679  1.0360

orbital gap = 8.716 eV
total charge = -1
energy above the lowest of the compared OMol25 structures with the same formula, charge and spin = 0.597 eV
E_HOMO = -5.371 eV

***

Here is a structure of composition CH2ClOP from the Open Molecules 2025 dataset. Energies are from the ωB97M-V functional and the def2-TZVPD basis.

Element x y z (Å)
C  0.9232  0.0837  -0.0739
O  -2.0346  -0.6337  0.7428
P  -1.4570  -0.5756  -0.6142
Cl  0.0207  1.5902  0.0548
H  1.4233  -0.1076  -0.9146
H  1.1243  -0.3572  0.8051

orbital gap (spin up / spin down) = 7.321 / 7.316 eV
energy above the lowest of the compared OMol25 structures with the same formula, charge and spin = 1.934 eV
E_HOMO (spin up / spin down) = -8.176 / -8.172 eV

***

Here is a cluster of 2 separate species, CH2ClOP in total from the Open Molecules 2025 dataset. Energies are from the ωB97M-V functional and the def2-TZVPD basis.

Element x y z (Å)
C  -1.7030  -0.0818  -0.1108
O  2.9085  -0.6406  0.1840
P  3.1643  0.7447  -0.1372
Cl  0.0126  -0.1043  -0.3442
H  -2.0973  -0.7669  0.7162
H  -2.2850  0.8489  -0.3080

orbital gap (spin up / spin down) = 8.108 / 6.516 eV
energy above the lowest of the compared OMol25 structures with the same formula, charge and spin = 2.834 eV
E_HOMO (spin up / spin down) = -8.786 / -7.503 eV

***

Here is a structure of composition CH2ClPS from the Open Molecules 2025 dataset. Energies are from the ωB97M-V functional and the def2-TZVPD basis.

Element x y z (Å)
C  -0.2345  -0.2382  0.1636
P  -1.7724  -0.8322  0.7818
S  -3.0499  -0.4811  -0.6106
Cl  0.4465  -2.1616  -0.1609
H  0.4910  0.1288  0.8450
H  -0.5413  0.3283  -0.7691

orbital gap (spin up / spin down) = 7.497 / 7.217 eV
<S²> = 2.01
2S+1 = 3
energy above the lowest of the compared OMol25 structures with the same formula, charge and spin = 0.680 eV
E_HOMO (spin up / spin down) = -7.420 / -10.329 eV

***

Here is a structure of composition CH2CuFLiO from the Open Molecules 2025 dataset. Energies are from the ωB97M-V functional and the def2-TZVPD basis.

Element x y z (Å)
C  -1.0612  0.1440  -0.1128
O  0.1884  0.3399  -0.6391
Li  0.0742  2.1093  -0.9232
Cu  2.0087  -0.6013  0.0265
F  1.9665  -1.6220  1.6603
H  -1.2232  -0.5210  0.7450
H  -1.9533  0.1510  -0.7567

orbital gap (spin up / spin down) = 5.901 / 6.948 eV
<S²> = 0.75
2S+1 = 2
energy above the lowest of the compared OMol25 structures with the same formula, charge and spin = 0.000 eV
E_HOMO (spin up / spin down) = -7.230 / -8.432 eV

***

Here is a structure of composition CH2ErF3NO4S from the Open Molecules 2025 dataset. Energies are from the ωB97M-V functional and the def2-TZVPD basis.

Element x y z (Å)
Er  1.9188  1.4603  -0.0984
O  0.8754  -1.6861  -0.2916
H  1.8543  -1.7892  -0.7212
N  0.2780  -0.4450  -0.4343
S  -0.7504  0.0243  0.6931
O  -1.1272  -0.8821  1.7673
O  -0.1869  1.3749  1.0414
C  -2.3877  0.4555  -0.1054
F  -3.0580  -0.6641  -0.3248
F  -2.1794  1.0773  -1.2517
F  -3.0879  1.2376  0.6986
O  3.6147  0.1599  -0.7583
H  4.2363  -0.3234  -0.2145

orbital gap (spin up / spin down) = 6.375 / 6.508 eV
total charge = +1
<S²> = 3.75
2S+1 = 4
energy above the lowest of the compared OMol25 structures with the same formula, charge and spin = 0.406 eV
E_HOMO (spin up / spin down) = -13.256 / -13.270 eV

***

Here is an isolated molecule of CH2F2IP from the Open Molecules 2025 dataset. Energies are from the ωB97M-V functional and the def2-TZVPD basis.

Element x y z (Å)
F  -2.0857  -2.0722  0.7620
C  -1.8368  -1.1187  -0.1610
F  -1.9269  -1.7726  -1.3954
P  0.2724  -0.7914  0.3094
I  -3.1166  0.4440  0.0619
H  -0.1715  0.2355  1.1218
H  0.6477  0.0586  -0.8792

orbital gap = 9.558 eV
energy above the lowest of the compared OMol25 structures with the same formula, charge and spin = 0.613 eV
E_HOMO = -9.663 eV